C31H40CaNO2P2S | wB97M-V/def2-TZVPD

Results
- Strongest force on any atom: 0.0625 Eh/bohr
- HOMO energy: -4.0 eV
- E_tot: -3169.1572 Eh
- 2S+1: 1
- Net charge: -1
- LUMO level: 2.681 eV

Last column: Mulliken charge in e.
Atoms and positions in Å:
Ca: -0.4543 1.2919 0.0461  0.795
C: 4.3852 -0.6064 2.2955  -1.770
C: 3.5951 0.4376 1.6149  0.138
C: 2.7581 1.2832 2.5846  -1.595
P: 2.3208 -0.0634 0.2846  1.164
C: 3.3721 -0.0436 -1.1956  0.792
C: 2.6146 -0.2896 -2.5058  -1.575
C: 4.7662 -0.5917 -1.1772  -1.508
C: 1.9142 -1.7333 0.8843  0.290
C: 2.8574 -2.7842 0.9170  -0.278
C: 2.5855 -3.9849 1.5864  -1.292
C: 1.2851 -4.1357 2.0597  -0.434
C: 0.3571 -3.1621 2.0081  -0.745
C: 0.5762 -1.8913 1.3784  -1.257
N: -0.3806 -0.9484 1.0705  0.851
C: -1.7135 -1.0690 1.5540  -0.162
C: -2.0647 -1.0171 2.9344  -0.462
C: -3.3618 -0.8911 3.3400  -0.603
C: -4.4252 -0.7607 2.4078  -0.904
C: -4.1176 -0.8765 1.0434  -1.052
C: -2.7879 -0.9556 0.6398  1.177
P: -2.1785 -0.7943 -1.0881  0.478
C: -3.6681 -0.6265 -2.1425  0.193
C: -4.5629 -1.8710 -2.1782  -1.411
C: -4.3321 0.7465 -2.0352  -1.448
C: -1.3326 -2.3952 -1.6748  0.479
C: 0.0361 -2.0777 -2.2635  -1.335
C: -1.4484 -3.5379 -0.6193  -1.014
H: 5.1337 -0.1815 2.9511  0.478
H: 4.9310 -1.2392 1.6092  0.325
H: 3.6794 -1.2019 2.8604  0.347
H: 4.2308 1.1700 1.1288  0.631
H: 2.1564 0.6620 3.2538  0.271
H: 2.0667 1.9025 2.0161  0.356
H: 3.3953 1.8229 3.2640  0.502
H: 3.4553 1.1182 -1.2166  0.120
H: 2.4712 -1.3584 -2.5508  0.478
H: 3.0440 0.0260 -3.4452  0.488
H: 1.6589 0.2722 -2.4268  0.109
H: 4.7752 -1.6848 -1.1292  0.230
H: 5.2496 -0.1804 -0.2626  0.273
H: 5.2580 -0.2710 -2.0777  0.503
H: 3.7949 -2.6592 0.4260  0.243
H: 3.3056 -4.7338 1.5919  0.504
H: 0.9136 -5.0673 2.4764  0.341
H: -0.6646 -3.2810 2.4274  0.314
H: -1.2908 -1.1901 3.6329  0.625
H: -3.5426 -0.9148 4.4395  0.288
H: -5.4655 -0.5169 2.6857  0.350
H: -4.8767 -0.7530 0.3218  0.378
H: -3.1310 -0.7195 -3.0869  0.477
H: -4.9961 -2.2011 -1.1808  0.138
H: -4.1475 -2.8082 -2.5172  0.345
H: -5.3668 -1.7387 -2.8779  0.520
H: -4.9124 0.8643 -1.1353  0.230
H: -5.0432 0.8699 -2.8607  0.485
H: -3.6306 1.5449 -2.1174  0.298
H: -1.9962 -2.6764 -2.5330  0.842
H: 0.7811 -1.8317 -1.5202  -0.377
H: 0.0189 -1.2786 -2.9691  0.484
H: 0.3643 -2.8956 -2.8926  0.508
H: -0.7303 -3.3820 0.1827  -0.074
H: -1.0691 -4.4758 -0.9635  0.515
H: -2.5070 -3.6758 -0.2859  0.292
O: -2.0433 2.9155 -0.5127  -0.688
C: -1.3743 3.5582 0.3540  0.241
O: -1.0093 3.0422 1.4285  -0.813
C: -0.7007 4.7985 -0.0384  0.364
C: -1.2494 6.0366 0.0949  0.020
C: -0.6313 7.1986 -0.4263  -0.753
C: 0.5373 7.0504 -1.1548  -0.313
C: 1.1389 5.8047 -1.3078  -0.815
C: 0.5417 4.6498 -0.7952  0.634
S: 1.2233 3.1071 -1.1882  -0.590
H: -2.3095 6.1305 0.5705  0.207
H: -1.0706 8.1487 -0.4952  0.370
H: 1.0216 7.8884 -1.6332  0.339
H: 2.0168 5.6824 -1.8833  0.448



C31H40CdN2OS2 | wB97M-V/def2-TZVPD

Results
- Strongest force on any atom: 0.0185 Eh/bohr
- HOMO energy: -6.7 eV
- E_tot: -2354.0982 Eh
- 2S+1: 1
- LUMO level: -0.015 eV
- Energy relative to the best compared isomer or geometry (same formula, charge and spin): 0.000 eV

Last column: Mulliken charge in e.
Atoms and positions in Å:
Cd: 1.2354 -0.6633 -1.6811  1.311
C: -0.6865 -3.2914 -1.0963  3.624
C: 0.4699 -3.7343 -0.2898  -0.466
C: 1.5957 -3.6598 -1.0436  1.191
C: 1.2330 -3.2171 -2.3973  -0.914
C: -0.1260 -3.0801 -2.4570  0.295
C: -0.9493 -2.6999 -3.6454  -1.758
C: 2.1974 -3.0645 -3.5389  -1.500
C: 2.9781 -3.9662 -0.5682  -1.711
C: 0.3402 -4.2562 1.0998  -1.891
C: -1.9942 -4.0198 -0.9237  -1.971
H: -1.3410 -3.5961 -4.1328  0.319
H: -0.3462 -2.1456 -4.3654  0.385
H: -1.7986 -2.0821 -3.3498  0.246
H: 1.9544 -2.1753 -4.1246  0.288
H: 2.1446 -3.9324 -4.1964  0.346
H: 3.2260 -2.9744 -3.1867  0.344
H: 3.0884 -5.0233 -0.3296  0.378
H: 3.1817 -3.3978 0.3397  0.363
H: 3.7312 -3.7076 -1.3074  0.338
H: 1.1667 -3.9142 1.7176  0.387
H: 0.3605 -5.3487 1.0874  0.398
H: -0.5945 -3.9388 1.5545  0.284
H: -1.8422 -5.0823 -1.1034  0.435
H: -2.7381 -3.6509 -1.6232  0.387
H: -2.3682 -3.8863 0.0886  0.429
S: -1.1258 -1.3531 -0.6224  -0.242
C: -0.8617 -0.7482 0.9759  -0.390
N: -1.9826 -0.6742 1.8313  0.368
C: -1.6806 -0.0995 3.1175  -0.981
C: -0.7420 1.1075 2.9415  -0.808
N: 0.4901 0.6007 2.4132  0.393
C: 1.7125 0.8639 3.1390  -1.768
C: 2.2373 2.2531 2.8756  0.603
C: 2.1965 3.2474 3.8424  -0.423
C: 2.6827 4.5131 3.5632  -0.617
C: 3.1934 4.8026 2.3108  -0.417
C: 3.2312 3.8185 1.3383  -0.739
C: 2.7619 2.5510 1.6241  0.061
C: 0.3894 -0.3031 1.3914  0.000
S: 1.8897 -0.8529 0.7179  -0.532
C: -3.3000 -0.3890 1.2672  -2.205
C: -3.4985 0.9842 0.6632  0.914
C: -3.4552 1.1720 -0.7154  -0.135
C: -3.6293 2.4307 -1.2679  -0.655
C: -3.8481 3.5234 -0.4458  -0.533
C: -3.9235 3.3444 0.9253  -0.659
C: -3.7523 2.0861 1.4736  -0.221
H: -1.1581 -0.8485 3.7306  0.353
H: -2.6039 0.1746 3.6277  0.503
H: -0.5596 1.6157 3.8854  0.446
H: -1.1927 1.8138 2.2361  0.340
H: 2.4524 0.1283 2.8159  0.548
H: 1.5253 0.7275 4.2093  0.563
H: 1.7979 3.0330 4.8241  0.353
H: 2.6516 5.2814 4.3214  0.373
H: 3.5530 5.7962 2.0921  0.384
H: 3.6184 4.0426 0.3563  0.422
H: 2.8144 1.7691 0.8809  0.361
H: -4.0142 -0.5458 2.0817  0.751
H: -3.4798 -1.1421 0.4969  0.497
H: -3.3145 0.3203 -1.3669  0.440
H: -3.6014 2.5627 -2.3413  0.423
H: -3.9716 4.5085 -0.8709  0.393
H: -4.1207 4.1839 1.5755  0.406
H: -3.8496 1.9605 2.5431  0.373
C: -0.2948 1.9965 -2.9556  -0.544
C: 1.2141 1.7493 -3.1422  0.252
C: 1.9629 2.3149 -1.9221  -0.958
O: 1.4925 0.4127 -3.3640  -0.720
H: -0.4893 3.0264 -2.6684  0.431
H: -0.6770 1.3347 -2.1697  -0.284
H: -0.8277 1.7661 -3.8742  0.388
H: 1.5503 2.3079 -4.0374  0.268
H: 1.5414 1.8721 -1.0112  -0.132
H: 1.8528 3.3947 -1.8534  0.466
H: 3.0245 2.0730 -1.9866  0.350



C31H40Cl2FeNP3S3Si | wB97M-V/def2-TZVPD

Results
- Strongest force on any atom: 0.0237 Eh/bohr
- HOMO energy (spin up / spin down): -10.3 / -10.3 eV
- E_tot: -5952.1430 Eh
- 2S+1: 6
- Net charge: +1
- LUMO level (spin up / spin down): -2.263 / -4.223 eV
- Energy relative to the best compared isomer or geometry (same formula, charge and spin): 2.473 eV

Last column: Löwdin spin population.
Atoms and positions in Å:
Fe: 0.2648 -0.9175 -0.4905  3.932
C: 6.4763 2.6786 -0.7380  0.000
Si: 5.4966 1.0793 -0.8995  0.004
C: 5.5420 0.5656 -2.7161  0.003
C: 6.1683 -0.2715 0.2257  0.005
C: 3.7126 1.4508 -0.3178  0.007
C: 3.3881 2.6606 0.2825  0.004
C: 2.1040 2.9194 0.7641  0.004
C: 1.1321 1.9677 0.5793  0.009
N: 1.3999 0.7979 -0.0171  0.067
C: 2.6587 0.5216 -0.4148  0.027
S: 2.8277 -1.0853 -1.0365  0.251
H: 7.5001 2.5064 -1.0757  0.000
H: 6.5286 3.0347 0.2925  0.000
H: 6.0575 3.4753 -1.3559  0.000
H: 6.5563 0.2486 -2.9703  0.000
H: 5.2871 1.3964 -3.3774  0.000
H: 4.8790 -0.2716 -2.9308  0.002
H: 7.2094 -0.4954 -0.0156  0.000
H: 5.5924 -1.1909 0.1166  0.004
H: 6.1252 0.0334 1.2727  0.000
H: 4.1521 3.4230 0.3815  0.000
H: 1.8751 3.8400 1.2808  0.000
H: 0.1097 2.1108 0.9070  0.001
C: 1.6850 -1.9112 -3.9781  0.019
P: 0.8272 -0.6256 -2.9884  0.154
C: 1.7144 0.9149 -3.4359  0.015
C: -0.6727 -0.3676 -4.0228  0.023
C: -0.6201 -0.3364 -5.4165  0.006
C: -1.7625 -0.0755 -6.1515  0.002
C: -2.9681 0.1646 -5.5047  0.001
C: -3.0316 0.1268 -4.1236  0.003
C: -1.8860 -0.1467 -3.3769  0.009
P: -1.9350 -0.3333 -1.5596  0.106
C: -3.0126 1.0740 -1.0925  0.022
C: -3.0277 -1.8135 -1.4814  0.012
H: 2.0254 -1.4879 -4.9212  0.004
H: 0.9893 -2.7269 -4.1763  0.000
H: 2.5446 -2.2974 -3.4376  0.000
H: 1.6462 1.0532 -4.5139  0.004
H: 2.7569 0.8503 -3.1378  0.000
H: 1.2488 1.7662 -2.9374  0.000
H: 0.3123 -0.5139 -5.9370  0.000
H: -1.7146 -0.0587 -7.2323  0.000
H: -3.8596 0.3772 -6.0795  0.000
H: -3.9774 0.3040 -3.6276  0.000
H: -4.0184 0.9344 -1.4855  0.005
H: -2.5860 1.9887 -1.5069  0.000
H: -3.0564 1.1666 -0.0117  0.001
H: -4.0609 -1.5189 -1.6620  0.003
H: -2.9501 -2.3129 -0.5166  0.000
H: -2.7160 -2.5116 -2.2585  0.000
Cl: 0.0433 -3.3559 -0.7465  0.054
C: 0.7299 -3.6984 0.8669  0.007
Cl: 1.2838 -2.1636 1.5308  0.049
H: 1.5694 -4.3754 0.7589  0.001
H: -0.0567 -4.0873 1.5095  0.001
S: -1.7100 -3.1795 3.1613  0.006
P: -2.0438 -1.2389 3.0333  0.028
S: -1.3158 -0.3897 1.3098  0.122
C: -3.8253 -0.8569 3.0969  0.006
C: -4.4387 -0.6800 4.3330  0.002
C: -5.8014 -0.4329 4.3939  0.000
C: -6.5502 -0.3487 3.2292  0.001
C: -5.9382 -0.5245 1.9971  0.000
C: -4.5780 -0.7834 1.9318  0.001
C: -1.3751 -0.2797 4.4180  0.004
C: -0.8846 -0.9211 5.5463  0.001
C: -0.4795 -0.1641 6.6378  0.000
C: -0.5618 1.2195 6.5939  0.001
C: -1.0415 1.8586 5.4573  0.000
C: -1.4529 1.1111 4.3671  0.003
H: -3.8576 -0.7379 5.2446  0.000
H: -6.2806 -0.2958 5.3544  0.000
H: -7.6105 -0.1396 3.2829  0.000
H: -6.5200 -0.4574 1.0861  0.000
H: -4.0901 -0.9167 0.9788  0.000
H: -0.8370 -2.0026 5.5690  0.000
H: -0.1086 -0.6569 7.5268  0.000
H: -0.2545 1.8048 7.4509  0.000
H: -1.1050 2.9388 5.4264  0.000
H: -1.8475 1.5932 3.4805  0.001